No. 1
Density functional theory data (the ωB97M-V functional and the def2-TZVPD basis) for an isolated ion of composition CH3BrNO2S and charge -1 in a non-equilibrium geometry.

The geometry in XYZ format:
```
9
Properties=species:S:1:pos:R:3:forces:R:3:mulliken_charge:R:1
N -1.0817 1.1470 0.0837 1.28 2.49 -2.21 -0.412
C -0.9895 -0.1930 0.3000 -0.13 -2.45 0.21 -0.440
S 0.6540 -0.8475 -0.1262 1.55 3.43 -0.76 0.826
O 0.8052 -2.1919 -0.5749 -0.48 -1.06 0.13 -0.529
O 1.2734 0.1853 -0.9720 0.12 -0.93 0.29 -0.608
Br 2.2472 -0.6946 1.6942 -0.29 -0.14 0.11 -0.439
H -0.4808 1.6224 -0.6928 -1.22 -1.22 1.86 0.231
H -1.1582 1.7239 0.8920 0.12 0.22 0.42 0.214
H -1.2697 -0.7516 -0.6039 -0.95 -0.33 -0.04 0.157
```
Positions in Å, forces in eV/Å.

## Properties
* total charge: -1
* structure (SMILES): NC=[S@@](=O)([O-])Br
* LUMO: 3.6 eV
* E_tot: -3217.3232 hartree
* HOMO energy: -3.88 eV
* orbital gap: 7.47 eV

No. 2
Density functional theory data (the ωB97M-V functional and the def2-TZVPD basis) for C10H13Cl8IrN3Si as an isolated structure in a non-equilibrium geometry.

The geometry in XYZ format:
```
36
Properties=species:S:1:pos:R:3:forces:R:3:mulliken_spin:R:1
Ir -0.1569 -0.5685 0.4554 -2.60 1.48 -0.04 0.653
N -0.7840 -1.5942 -1.4497 0.80 -0.05 0.71 -0.015
C -1.9642 -0.8369 -1.9220 -0.07 0.12 -0.09 0.037
C -1.5277 0.5907 -2.1440 -0.28 -0.10 -0.18 -0.028
N -0.9281 1.1365 -0.9109 1.10 -0.41 0.19 0.069
C -1.7129 2.1179 -0.1291 -0.19 0.10 0.16 -0.007
C -2.3091 1.4607 1.0911 -0.02 0.14 -0.12 0.009
N -1.1940 0.8603 1.8567 0.27 -0.62 0.08 0.046
H -0.0291 -1.5474 -2.1318 -0.02 -0.10 -0.06 -0.001
H -1.0073 -2.5757 -1.3013 0.05 -0.03 -0.05 0.005
H -2.7332 -0.8946 -1.1539 -0.03 -0.06 -0.07 -0.004
H -2.3730 -1.2502 -2.8443 0.09 -0.12 0.00 0.001
H -2.3726 1.1921 -2.4794 0.02 0.09 0.10 -0.001
H -0.7741 0.6158 -2.9280 -0.07 0.08 -0.02 -0.001
H -0.0358 1.5535 -1.1639 -0.10 0.16 -0.15 -0.001
H -2.5056 2.5632 -0.7304 0.08 -0.02 -0.12 -0.001
H -1.0432 2.9224 0.1798 0.02 0.01 -0.06 -0.001
H -2.9893 0.6622 0.8027 -0.05 0.03 0.07 -0.001
H -2.8667 2.1865 1.6835 0.05 -0.01 0.08 0.004
H -1.5358 0.3755 2.6847 0.01 0.13 0.10 0.002
H -0.5482 1.5808 2.1751 0.00 -0.03 0.08 -0.004
Cl -3.2032 -1.9486 1.1970 0.04 0.06 0.00 0.029
Si -1.2670 -2.4439 1.6152 0.48 -0.14 -0.21 0.107
Cl -1.0117 -2.3549 3.6139 -0.29 -0.19 0.12 0.009
Cl -0.8740 -4.2574 0.8446 0.11 0.05 0.02 0.007
Cl 1.3295 -0.8252 2.5835 0.25 -0.15 -0.12 0.061
C 2.4380 -0.3412 1.3400 0.68 0.19 0.20 0.040
C 1.8098 -0.1523 0.1506 -0.80 -0.59 -0.67 0.002
C 2.5423 0.2061 -0.9624 0.09 0.02 -0.12 -0.020
Cl 1.7757 0.4548 -2.4935 0.16 -0.09 0.00 0.002
C 3.9240 0.3832 -0.8406 0.04 0.03 0.15 -0.001
Cl 4.8431 0.8471 -2.1951 0.02 0.01 -0.02 0.001
C 4.5537 0.1758 0.3995 -0.11 -0.03 -0.10 0.003
Cl 6.2348 0.3550 0.5447 0.06 0.03 0.02 0.001
C 3.7962 -0.1917 1.5184 0.26 0.04 0.07 -0.001
Cl 4.4997 -0.4573 3.0437 -0.04 -0.01 0.04 0.001
```
Positions in Å, forces in eV/Å.

## Properties
* total charge: +2
* LUMO (alpha / beta): -8.6 / -9.2 eV
* E_tot: -4628.0193 hartree
* HOMO energy (alpha / beta): -14.96 / -14.93 eV
* 2S+1: 2
* orbital gap (alpha / beta): 6.39 / 5.74 eV

No. 3
Density functional theory data (the ωB97M-V functional and the def2-TZVPD basis) for C31H45CsGeN7O6P2Se2Te2 as an isolated structure in a non-equilibrium geometry.

The geometry in XYZ format:
```
97
Properties=species:S:1:pos:R:3:forces:R:3:mulliken_spin:R:1
Cs 1.8955 -1.7550 0.2119 2.27 1.27 -2.73 0.005
N -0.8505 -3.9484 2.8505 -0.42 0.32 -0.22 0.002
C 0.5896 -4.1496 3.0741 1.03 0.40 -0.25 0.001
C 0.8495 -5.1896 4.1311 0.11 -0.15 0.28 0.000
P 1.2888 -4.5951 1.4382 -1.01 -1.60 -0.70 0.022
O 0.8202 -6.1715 1.4080 0.17 0.49 0.39 -0.001
O 2.7726 -4.5174 1.3146 0.29 0.25 0.53 0.002
O 0.4915 -3.8620 0.3914 -0.56 -1.31 0.83 0.030
P 1.3956 -2.5091 3.5487 0.48 0.07 1.17 -0.001
O 2.9552 -2.9403 3.5009 -0.56 0.26 0.15 0.000
O 1.0722 -2.1321 4.9403 -0.09 -0.14 0.36 0.000
O 1.0836 -1.5575 2.4341 -1.13 0.24 2.08 -0.001
H -1.4213 -4.7309 3.1660 0.06 0.03 -0.15 -0.001
H -1.0111 -3.8139 1.8394 -0.26 0.01 0.15 -0.002
H -1.1968 -3.0299 3.3489 -0.07 -0.41 -0.22 0.003
H 0.3938 -6.1466 3.8698 -0.03 0.01 -0.01 0.000
H 0.4724 -4.8361 5.0915 0.04 -0.01 0.07 0.000
H 1.9258 -5.3344 4.2094 0.00 -0.07 0.15 0.000
H 1.0686 -6.4933 0.5431 -0.03 -0.39 -0.47 0.000
H 3.0537 -3.4420 2.6739 0.72 -0.44 -0.45 0.000
Se -2.1358 -3.5721 -3.6176 0.17 0.22 -0.28 0.259
Te -1.1874 -2.7512 -1.5439 -0.13 -0.42 -0.79 0.553
Te -3.2301 -3.8421 -0.2033 -0.37 -0.06 0.38 0.027
Se -3.5872 -2.3725 1.7748 -0.12 -0.14 0.09 0.007
C -1.8811 0.6839 -0.3649 0.21 -0.08 0.16 0.004
C -2.5044 2.0903 -0.5011 0.04 0.10 0.01 0.005
N -3.4904 2.1049 -1.5757 -0.21 0.42 0.00 -0.004
C -2.8270 1.7772 -2.8340 0.05 0.10 -0.09 -0.001
C -2.1225 0.4088 -2.7189 0.20 -0.07 -0.20 0.009
N -2.4086 -0.1748 -1.4156 -0.23 0.20 0.03 0.104
C -3.8498 -0.3046 -1.2473 -0.21 -0.24 0.02 -0.010
C -4.5020 1.0898 -1.2988 -0.05 0.05 -0.13 0.011
H -2.1348 0.2244 0.5942 0.04 -0.05 0.00 -0.014
H -0.7922 0.7207 -0.4656 0.04 -0.03 0.03 -0.012
H -1.7424 2.8370 -0.7383 0.00 0.05 0.07 0.004
H -3.0100 2.3835 0.4211 0.03 0.09 0.04 0.002
H -2.1062 2.5681 -3.0587 -0.03 0.00 -0.06 0.000
H -3.5856 1.7703 -3.6216 0.04 0.04 -0.01 0.001
H -1.0388 0.5159 -2.8181 -0.10 -0.06 0.01 -0.017
H -2.4682 -0.2880 -3.4878 0.09 -0.02 0.02 -0.004
H -4.0439 -0.7779 -0.2845 0.01 -0.11 -0.08 0.002
H -4.2168 -0.9588 -2.0420 -0.03 -0.04 0.03 0.006
H -4.9766 1.3298 -0.3440 -0.06 0.04 -0.01 0.000
H -5.2549 1.1430 -2.0883 -0.11 0.05 0.04 0.000
C -3.3035 2.2304 3.2636 0.04 0.09 0.28 -0.005
C -3.1802 2.1689 4.7843 0.09 -0.14 -0.09 0.000
C -4.3315 1.3590 5.3736 0.07 0.24 0.00 -0.001
C -1.8236 1.5757 5.2072 -0.34 0.78 0.25 0.000
N -1.7479 0.1723 4.9540 0.46 -0.89 -0.82 0.000
C -1.3294 -0.5043 3.8748 -0.21 0.06 0.32 0.002
N -1.5243 -1.7748 4.1148 0.05 0.67 -0.31 0.001
N -2.0484 -1.8711 5.3225 -0.23 -0.77 0.37 0.000
N -2.1919 -0.7258 5.8381 -0.30 0.67 1.06 0.000
H -4.2295 2.7316 2.9879 -0.06 0.01 -0.11 0.000
H -3.3284 1.2256 2.8447 -0.01 -0.12 -0.14 0.004
H -2.4696 2.7757 2.8229 0.04 0.04 -0.10 0.000
H -3.2156 3.1909 5.1828 0.08 -0.08 0.01 0.000
H -4.3969 0.3900 4.8856 -0.06 -0.13 0.00 0.000
H -5.2700 1.8815 5.2131 -0.18 0.06 -0.04 0.000
H -4.2013 1.1940 6.4405 -0.02 -0.04 0.11 0.000
H -1.6838 1.7003 6.2834 0.07 0.03 -0.10 0.000
H -1.0107 2.0762 4.6773 0.02 -0.11 0.07 0.000
H -0.8972 -0.0836 2.9948 0.19 0.07 -0.27 -0.001
C 6.3823 -0.9673 -3.7976 0.20 -0.08 0.01 0.000
C 5.4206 -0.5285 -4.6912 0.14 0.02 -0.17 0.000
C 4.2082 -0.0496 -4.2273 -0.16 0.06 -0.21 0.000
C 3.9084 -0.0026 -2.8714 -0.23 -0.08 0.18 0.000
C 4.8875 -0.4621 -1.9967 -0.05 -0.02 0.33 0.000
C 6.1095 -0.9349 -2.4390 0.32 -0.04 0.08 0.000
Ge 2.1329 0.5811 -2.1111 -0.16 0.83 -1.02 0.013
C 2.7309 2.4041 -1.4863 -0.06 -0.28 0.14 0.002
C 1.7450 3.3046 -1.0924 -0.24 -0.04 0.02 0.000
C 2.0473 4.5341 -0.5371 -0.14 0.20 0.02 0.000
C 3.3722 4.8959 -0.3497 0.08 0.24 0.08 0.000
C 4.3728 4.0187 -0.7333 0.17 0.23 0.08 0.000
C 4.0490 2.7959 -1.2966 0.23 -0.15 -0.04 0.000
C 1.3868 1.2182 -3.8914 0.08 -0.10 0.33 -0.007
C 0.7406 0.2907 -4.7030 0.04 -0.25 0.10 0.000
C 0.2055 0.6351 -5.9309 -0.03 -0.13 -0.19 0.002
C 0.3141 1.9380 -6.3867 -0.10 0.09 -0.20 0.001
C 0.9544 2.8801 -5.5997 0.02 0.20 -0.18 0.000
C 1.4851 2.5171 -4.3736 0.09 0.16 0.14 0.000
H 7.3419 -1.3212 -4.1547 0.01 -0.06 -0.01 0.000
H 5.6236 -0.5504 -5.7562 -0.01 0.01 -0.02 0.000
H 3.4740 0.3052 -4.9377 -0.03 0.00 -0.11 0.000
H 4.6866 -0.4285 -0.9275 0.10 -0.06 0.01 0.000
H 6.8583 -1.2699 -1.7276 -0.04 -0.01 -0.01 0.000
H 0.7060 3.0214 -1.2292 -0.11 0.04 0.03 0.000
H 1.2531 5.2158 -0.2473 0.01 -0.04 -0.01 0.000
H 3.6201 5.8569 0.0893 0.00 -0.04 0.00 0.000
H 5.4125 4.2959 -0.5909 0.00 -0.02 -0.01 0.000
H 4.8448 2.1221 -1.5899 0.08 0.02 -0.02 0.000
H 0.6721 -0.7375 -4.3617 -0.15 -0.08 -0.02 -0.002
H -0.2878 -0.1132 -6.5379 -0.04 -0.06 -0.01 0.001
H -0.0875 2.2146 -7.3548 -0.05 0.01 0.00 0.000
H 1.0548 3.9008 -5.9523 -0.01 0.03 -0.01 0.000
H 2.0064 3.2563 -3.7782 -0.02 0.12 -0.02 0.000
```
Positions in Å, forces in eV/Å.

## Properties
* total charge: -2
* LUMO (alpha / beta): 3.7 / 3.7 eV
* E_tot: -10161.9459 hartree
* HOMO energy (alpha / beta): -1.60 / -1.88 eV
* 2S+1: 2
* orbital gap (alpha / beta): 5.28 / 5.55 eV

No. 4
Density functional theory data (the ωB97M-V functional and the def2-TZVPD basis) for C7H9N as an isolated structure in a non-equilibrium geometry.

The geometry in XYZ format:
```
17
Properties=species:S:1:pos:R:3:forces:R:3:mulliken_charge:R:1
C -0.1327 -0.6145 1.2528 -1.77 -0.91 0.93 -0.651
C 0.2739 1.0835 0.4212 1.08 1.37 0.67 -0.934
C 1.1309 0.0633 1.2581 -2.77 1.55 -1.63 0.699
C -0.8568 0.0973 0.1064 -0.54 -2.52 1.86 0.972
C 0.1750 0.4586 -0.9583 0.01 0.68 0.19 0.321
C -2.3667 0.2087 -0.0192 0.01 -0.01 1.94 -1.307
C 1.2189 -0.5090 -1.4725 1.48 -0.74 -0.88 -1.243
N 2.2481 0.0627 1.7311 2.48 -0.91 0.85 -0.716
H -0.5857 -1.1206 2.7251 0.68 1.97 -4.16 0.264
H -0.2882 1.1735 -1.7125 0.60 -0.91 1.13 0.384
H -2.7837 -0.7231 -0.3835 0.09 0.19 -1.50 0.345
H -2.6218 1.1932 -0.5081 -0.10 -1.46 0.37 0.330
H -2.8706 0.0604 0.9938 0.92 1.24 -0.74 0.319
H 2.1767 -0.5836 -0.8969 -1.37 -0.36 0.71 0.304
H 1.8235 -0.2763 -2.3896 -1.68 0.40 -0.06 0.350
H 0.7142 -1.4772 -1.6142 0.80 0.07 0.01 0.267
H 2.7449 0.9031 1.4664 0.10 0.35 0.31 0.297
```
Positions in Å, forces in eV/Å.

## Properties
* total charge: 0
* LUMO (alpha / beta): -0.7 / -0.7 eV
* E_tot: -326.5782 hartree
* HOMO energy (alpha / beta): -8.12 / -8.12 eV
* orbital gap (alpha / beta): 7.44 / 7.44 eV

Q: Which relative energy (zero: lowest compared OMol25 entry of this formula, charge and spin) values were calculated for the entries above? A: 173.34, 228.33, 121.21, 821.07, in kJ/mol.